[1]
Here is a 10-piece molecular cluster, C20H41Cl18FO8P overall at a distorted geometry from OMol25. Energies are from wB97M-V/def2-TZVPD.

Multiplicity: 1
Lowest unoccupied orbital energy (Eh): 0.0601
HOMO (eV): -4.819
Net charge: -1

Each line ends with the Mulliken charge.
Atoms and positions in Å:
Cl: 2.45 -0.64 7.43  -0.142
Cl: -4.66 7.12 0.98  -0.174
Cl: 6.56 -5.53 5.41  -0.151
Cl: -3.07 10.89 2.03  -0.138
Cl: 2.26 -3.00 4.08  -0.045
Cl: -1.26 -4.07 3.16  -0.137
Cl: 5.20 -3.93 -0.53  -0.201
Cl: -3.06 2.04 -5.92  -0.148
Cl: 0.91 -1.94 -6.52  -0.207
Cl: 2.84 -3.19 8.83  -0.149
Cl: 4.17 -1.02 3.12  -0.129
Cl: 3.31 -3.26 -5.44  -0.229
Cl: -0.47 9.60 2.47  -0.133
Cl: 0.90 -5.76 2.12  -0.080
Cl: 4.04 -6.21 4.07  -0.043
Cl: 6.28 -3.82 2.19  -0.164
Cl: -4.60 -0.33 -5.12  -0.067
Cl: -2.06 5.83 1.42  -0.129
P: -1.30 -1.06 -2.40  0.488
F: -0.72 -2.62 -2.09  -0.554
O: -1.67 -4.01 -4.46  -0.473
O: -3.59 -3.02 -3.86  -0.582
O: -1.78 0.61 -2.67  -0.110
O: -0.73 2.69 -2.69  -0.470
O: 2.95 -1.92 -2.00  -0.258
O: 0.27 -0.53 -2.92  -0.376
O: 1.19 0.62 -1.08  -0.231
O: -3.79 2.62 -1.42  -0.376
C: -4.58 3.16 0.85  -0.910
C: 2.89 -1.18 -0.79  0.555
C: -2.69 3.52 -1.43  -0.322
C: -0.74 -5.71 2.77  -0.364
C: 1.69 -1.93 8.38  -0.235
C: -4.10 2.10 -0.15  -0.120
C: -3.03 7.29 1.64  -0.144
C: 4.83 -4.04 1.20  0.741
C: 0.55 0.71 -2.33  -0.614
C: -1.68 -1.63 -4.19  0.694
C: 3.43 -1.76 4.55  -0.141
C: 1.97 -1.81 0.25  -0.524
C: -1.94 3.41 -2.74  -0.407
C: 5.46 -6.83 4.91  -0.372
C: -4.60 1.18 -6.04  -0.355
C: -0.81 1.39 -2.12  0.807
C: -2.42 -2.90 -4.15  0.515
C: 2.19 -1.88 -5.30  0.557
C: -1.44 11.07 2.69  -0.243
C: 2.56 0.28 -1.07  -1.161
H: 0.91 -2.38 7.77  0.229
H: -5.27 3.86 0.38  0.223
H: -4.91 1.39 -0.31  0.359
H: -1.74 -4.62 -3.72  0.346
H: 2.98 0.84 -0.23  0.408
H: -3.75 3.74 1.26  0.057
H: 2.45 -1.76 1.24  -0.240
H: 1.27 -1.50 9.28  0.309
H: 2.76 -0.97 -5.43  0.265
H: 4.12 -3.26 1.46  -0.530
H: -3.10 7.50 2.70  0.341
H: -1.52 11.27 3.75  0.260
H: -5.38 1.82 -5.66  0.277
H: -3.26 1.56 0.28  0.186
H: -2.63 3.01 -3.50  -0.107
H: 4.43 -5.02 1.40  0.183
H: -2.65 -1.38 -2.02  0.063
H: -5.07 2.66 1.68  0.451
H: -1.42 -6.13 2.03  0.305
H: -1.01 -0.76 -1.04  -0.064
H: -2.01 3.32 -0.60  0.313
H: -3.08 4.54 -1.29  0.379
H: 3.45 -2.73 -1.84  0.198
H: 1.73 -1.91 -4.32  -0.427
H: 3.91 -1.17 -0.38  0.284
H: 4.20 -2.22 5.15  0.367
H: -0.76 -6.30 3.68  0.274
H: 1.00 -1.32 0.30  0.199
H: 5.99 -7.48 4.23  0.266
H: 5.15 -7.37 5.80  0.302
H: -0.92 1.51 -1.03  -0.075
H: 2.90 -1.01 5.11  -0.004
H: -2.24 -0.88 -4.75  0.040
H: -4.77 0.95 -7.08  0.313
H: 1.14 1.28 -3.06  0.162
H: -0.95 11.88 2.18  0.270
H: -0.72 -1.81 -4.66  -0.904
H: 3.08 0.62 -1.97  0.407
H: -2.53 8.11 1.13  0.071
H: 1.82 -2.86 0.01  0.225
H: -1.66 4.42 -3.06  0.466

[2]
Here is a 2-piece molecular cluster, C4H9NO overall at a distorted geometry from OMol25. Energies are from wB97M-V/def2-TZVPD.

Multiplicity: 2
⟨S²⟩: 0.760
Lowest unoccupied orbital energy (alpha / beta) (Eh): -0.1972 / -0.3522
HOMO (alpha / beta) (eV): -15.181 / -14.176
Net charge: +1
Energy relative to the best compared isomer or geometry (same formula, charge and spin) (kcal/mol): 87.02

Each line ends with the Mulliken spin population.
Atoms and positions in Å:
O: -0.60 -1.64 2.18  0.531
N: 0.55 0.01 -1.20  0.189
C: -1.71 0.42 1.29  0.167
C: 1.53 -0.16 -0.12  0.022
C: -1.05 -0.98 1.26  -0.023
C: 0.95 0.44 -2.34  -0.019
H: -1.18 0.93 1.98  0.004
H: -1.27 -1.26 0.17  0.114
H: 1.27 0.57 0.69  0.000
H: 0.25 0.57 -3.21  0.011
H: 1.89 0.83 -2.60  0.014
H: 1.21 -1.12 0.19  -0.002
H: -2.75 0.43 1.59  -0.005
H: 2.61 -0.06 -0.32  0.006
H: -1.68 1.03 0.44  -0.009

[3]
Here is one molecule with the formula C7H12OS3 at a distorted geometry from OMol25. Energies are from wB97M-V/def2-TZVPD.

Multiplicity: 1
Lowest unoccupied orbital energy (Eh): 0.0184
HOMO (eV): -8.808
Net charge: 0
Energy relative to the best compared isomer or geometry (same formula, charge and spin) (kcal/mol): 7.19

Each line ends with the Mulliken charge.
Atoms and positions in Å:
S: 1.04 1.27 2.98  -0.188
S: -0.46 -1.41 2.56  -0.213
S: 2.76 -0.70 0.43  -0.149
O: -2.82 0.94 -1.31  -0.503
C: 0.21 -1.36 -0.54  -0.695
C: -1.23 -0.91 -0.91  -0.676
C: 0.90 1.00 -0.54  -1.406
C: 0.95 -0.27 0.31  0.488
C: -1.56 0.39 -1.12  0.613
C: -0.56 1.41 -0.77  -0.744
C: 0.24 0.00 1.76  -0.210
H: -0.88 2.03 -0.03  0.408
H: 2.37 1.00 2.76  0.160
H: 0.78 -1.35 -1.53  0.388
H: 1.32 0.85 -1.57  0.458
H: 0.31 -2.45 -0.03  0.338
H: 2.47 -1.58 1.35  0.176
H: -0.82 0.57 1.76  0.177
H: -3.32 0.24 -1.76  0.332
H: -1.78 -1.33 2.52  0.147
H: 1.50 1.74 -0.08  0.417
H: -1.63 -1.83 -1.43  0.319
H: -0.47 1.97 -1.73  0.364